(1)
{"formula": "C4H14N2O", "method": "the ωB97M-V functional and the def2-TZVPD basis", "symbols": ["C", "C", "C", "C", "N", "N", "H", "H", "H", "H", "H", "H", "H", "H", "H", "H", "H", "H", "H", "H", "O"], "positions_angstrom": [[0.570, -0.430, -1.591], [0.494, -0.892, -0.149], [1.377, -0.060, 0.774], [1.404, 1.162, 1.261], [1.193, 1.539, 2.744], [-0.679, -0.868, -2.393], [0.572, 0.654, -1.653], [1.427, -0.877, -2.109], [-0.505, -0.957, 0.318], [0.721, -1.949, -0.127], [1.434, -0.823, 1.569], [1.346, 2.086, 0.700], [1.981, 1.389, 3.393], [0.876, 2.488, 2.964], [0.509, 0.880, 3.125], [-0.676, -1.887, -2.540], [-1.555, -0.608, -1.929], [-0.728, -0.608, -3.385], [-3.689, -0.528, -0.739], [-3.218, 0.400, 0.252], [-2.853, -0.111, -0.486]], "forces_ev_per_a": [[-1.2, 0.0, -1.0], [0.4, 0.2, -1.6], [-1.8, -2.4, 3.3], [-0.6, 2.2, -0.7], [1.1, -1.8, 0.5], [0.5, -1.2, -0.4], [0.2, 0.0, -0.2], [-0.2, 0.4, 0.2], [0.1, 1.0, -0.3], [0.9, -0.2, 0.2], [0.5, 0.6, 0.4], [-0.1, -0.1, -0.2], [0.4, 0.1, -0.5], [-0.1, 0.1, -0.8], [-0.3, 0.2, -0.1], [-0.1, 0.0, 0.7], [-0.1, 0.2, 0.3], [0.3, 1.0, 0.2], [0.1, -0.4, -0.5], [0.6, 0.3, 0.1], [-0.8, -0.1, 0.2]], "relative_energy_kcal_mol": 44.4, "spin_multiplicity": 1, "charge": 2, "e_lumo_ev": -7.34, "homo_lumo_gap_ev": 10.946, "e_tot_ha": -344.8791}

=====

(2)
{"formula": "C4H14N2O2", "method": "the ωB97M-V functional and the def2-TZVPD basis", "symbols": ["N", "C", "C", "N", "C", "C", "O", "H", "H", "H", "H", "H", "H", "H", "H", "H", "H", "H", "H", "H", "H", "O"], "positions_angstrom": [[-1.473, -1.829, -0.719], [-1.599, -0.434, -1.016], [-1.727, 0.231, 0.443], [-0.466, 0.547, 1.200], [0.320, 1.503, 0.481], [1.862, 1.462, 0.905], [2.606, 0.648, 0.000], [-0.565, -2.077, -0.343], [-2.150, -2.160, -0.066], [-2.586, -0.221, -1.373], [-0.579, -0.131, -1.415], [-2.449, 1.129, 0.432], [-2.381, -0.307, 1.212], [0.107, -0.315, 1.291], [0.259, 1.230, -0.606], [-0.045, 2.568, 0.670], [2.315, 2.482, 0.813], [1.974, 1.072, 1.910], [2.310, 0.914, -0.962], [0.947, -2.236, -1.501], [1.896, -2.408, -0.476], [1.426, -1.666, -0.880]], "forces_ev_per_a": [[0.6, -2.0, -1.2], [1.3, 0.3, 4.6], [-1.2, 1.7, 1.5], [-0.9, -1.0, -0.4], [1.6, 1.3, 0.1], [-0.9, 1.0, -1.9], [-0.7, 0.5, -2.3], [-0.2, 0.4, 0.0], [-0.6, -0.1, 0.3], [0.1, 0.3, -1.7], [-2.1, 0.1, -0.5], [1.7, -0.3, -0.4], [1.0, -0.5, -1.4], [-0.7, 0.6, -0.2], [0.4, 1.0, 0.6], [0.1, -1.4, -0.4], [-0.6, -0.5, 0.6], [0.1, -0.1, 0.1], [0.9, -0.9, 2.9], [-0.4, 0.6, -0.5], [0.6, 0.6, 0.6], [-0.1, -1.5, -0.4]], "relative_energy_kcal_mol": 63.3, "smiles": "NCCNCCO.O", "spin_multiplicity": 1, "charge": 0, "e_lumo_ev": 0.65, "homo_lumo_gap_ev": 8.980, "e_tot_ha": -420.7042}

=====

(3)
{"formula": "C4H14N2O2", "method": "the ωB97M-V functional and the def2-TZVPD basis", "symbols": ["C", "C", "C", "O", "N", "C", "N", "H", "H", "H", "H", "H", "H", "H", "H", "H", "H", "H", "H", "H", "H", "O"], "positions_angstrom": [[0.546, -0.274, 0.419], [0.340, 1.194, 0.013], [1.546, 1.722, -0.782], [2.835, 1.201, -0.442], [0.287, -1.223, -0.633], [-0.672, -2.247, -0.378], [-2.003, -1.623, -0.181], [-0.033, -0.493, 1.319], [1.530, -0.386, 0.901], [-0.504, 1.249, -0.632], [0.241, 1.799, 0.915], [1.460, 1.414, -1.793], [1.628, 2.807, -0.777], [2.927, 0.911, 0.464], [1.064, -1.411, -1.237], [-0.515, -2.803, 0.555], [-0.690, -2.874, -1.268], [-2.139, -0.935, -0.916], [-2.730, -2.322, -0.289], [-3.192, 0.885, 1.684], [-1.711, 0.472, 1.475], [-2.306, 1.224, 1.557]], "forces_ev_per_a": [[0.3, 0.4, 1.0], [1.9, -0.3, 0.6], [0.5, -0.2, 0.5], [0.2, -0.1, -0.2], [-0.1, 0.6, 0.3], [-0.8, 0.3, -0.2], [0.2, 0.2, -0.1], [-0.7, -0.2, -0.4], [0.2, -0.1, -0.6], [-0.9, 0.3, -0.2], [-0.4, 0.0, -0.1], [-0.4, -0.2, -1.1], [-0.3, 0.2, 0.2], [-0.3, 0.2, 0.4], [0.0, -0.3, 0.0], [0.4, -0.3, -0.2], [0.3, -0.5, 0.2], [0.0, -0.1, 0.0], [0.0, 0.0, 0.1], [0.0, -0.3, 0.0], [-0.4, -0.2, -0.1], [0.2, 0.5, 0.1]], "relative_energy_kcal_mol": 31.2, "smiles": "NCNCCCO.O", "spin_multiplicity": 1, "charge": 0, "e_lumo_ev": 0.87, "homo_lumo_gap_ev": 9.820, "e_tot_ha": -420.7553}

=====

(4)
{"formula": "C4H14N2O2", "method": "the ωB97M-V functional and the def2-TZVPD basis", "symbols": ["N", "C", "C", "N", "C", "C", "O", "H", "H", "H", "H", "H", "H", "H", "H", "H", "H", "H", "H", "H", "H", "O"], "positions_angstrom": [[1.177, -1.580, 0.250], [0.568, -1.295, 1.514], [-0.585, -0.343, 1.272], [-0.123, 0.966, 0.899], [-0.695, 1.602, -0.222], [-1.772, 1.017, -1.065], [-0.635, -1.145, -2.125], [0.224, -1.262, -1.678], [1.933, -2.249, 0.331], [0.175, -2.190, 2.003], [1.227, -0.692, 2.182], [-1.356, -0.277, 2.064], [-1.133, -0.864, 0.463], [0.894, 0.972, 0.700], [0.155, 1.904, -0.848], [-1.118, 2.561, 0.192], [-1.582, 1.424, -2.063], [-2.776, 1.004, -0.664], [-1.092, -0.412, -1.655], [1.563, -0.609, -0.064], [2.799, 0.753, -1.093], [2.152, 0.716, -0.393]], "forces_ev_per_a": [[-0.1, 0.3, -0.6], [-0.1, 0.8, 1.0], [-1.2, -0.4, 0.4], [-0.4, -0.4, -1.0], [1.5, -1.6, 0.2], [0.8, 3.6, 1.2], [-0.3, 0.1, -0.5], [-0.2, 0.1, 0.6], [0.1, 0.2, 0.1], [0.2, 0.1, 0.2], [0.1, -0.8, 0.2], [0.5, -0.1, 0.1], [-0.4, 0.7, -0.6], [0.4, 0.4, 0.1], [0.1, 0.1, 0.1], [-0.7, -0.1, -0.7], [-0.9, -0.4, -0.1], [-0.2, -1.2, -0.3], [0.6, -0.9, -0.1], [0.7, -1.1, -0.4], [0.2, 0.0, -0.1], [-0.6, 0.7, 0.3]], "relative_energy_kcal_mol": 168.7, "spin_multiplicity": 1, "charge": 0, "e_lumo_ev": -3.84, "homo_lumo_gap_ev": 4.012, "e_tot_ha": -420.5362}

=====

(5)
{"formula": "C4H14N2O2", "method": "the ωB97M-V functional and the def2-TZVPD basis", "symbols": ["N", "C", "C", "O", "C", "N", "C", "H", "H", "H", "H", "H", "H", "H", "H", "H", "H", "H", "H", "H", "H", "O"], "positions_angstrom": [[-1.845, -0.303, -1.676], [-0.246, 0.140, 1.063], [-1.499, -0.356, 1.579], [-2.092, 0.372, 2.599], [0.554, -0.747, 0.209], [1.825, -0.294, -0.374], [2.785, 0.142, 0.649], [-2.519, 0.473, -1.632], [-2.440, -1.138, -1.644], [0.049, 1.187, 1.006], [-1.556, -1.437, 1.649], [-1.473, 0.059, 0.435], [-2.779, 0.922, 2.191], [0.880, -1.674, 0.722], [0.013, -0.943, -0.719], [1.629, 0.522, -0.960], [3.594, 0.731, 0.233], [2.318, 0.723, 1.466], [3.152, -0.787, 1.094], [-0.281, 1.331, -3.182], [-0.356, 0.245, -2.116], [0.288, 0.833, -2.591]], "forces_ev_per_a": [[-1.5, -0.2, 0.9], [-0.5, -0.8, 0.0], [3.2, 1.7, 2.0], [-0.4, -0.3, -1.9], [2.8, -1.2, -1.2], [-0.4, 2.1, 0.5], [-0.5, -0.9, 0.6], [0.0, 0.0, -0.4], [0.1, -0.1, -0.3], [-0.4, 0.2, 0.7], [-0.6, -0.1, -0.5], [-1.4, 0.0, -0.5], [-0.3, 0.1, 0.6], [-1.0, 0.1, 0.0], [-0.5, -0.7, 0.5], [0.0, -0.5, -0.3], [0.1, -0.1, -0.2], [0.1, 0.1, -0.2], [0.4, 0.3, 0.2], [0.1, 0.2, -0.3], [0.8, 0.7, -1.0], [-0.3, -0.4, 0.7]], "relative_energy_kcal_mol": 137.3, "spin_multiplicity": 2, "charge": 1, "e_lumo_ev": [-5.85, -6.61], "homo_lumo_gap_ev": [7.239, 6.480], "e_tot_ha": -420.3182}

=====

(6)
{"formula": "C4H14N2O2", "method": "the ωB97M-V functional and the def2-TZVPD basis", "symbols": ["O", "C", "C", "C", "C", "N", "N", "H", "H", "H", "H", "H", "H", "H", "H", "H", "H", "H", "H", "H", "H", "O"], "positions_angstrom": [[-1.509, 1.860, -1.322], [-1.244, 1.542, -0.223], [0.157, 0.817, 0.080], [-0.066, -0.607, 0.694], [0.311, -0.738, 2.202], [1.280, -1.831, 2.574], [0.970, 0.801, -1.204], [-1.907, 1.714, 0.663], [0.644, 1.476, 0.807], [0.494, -1.302, 0.076], [-1.109, -0.882, 0.541], [-0.596, -0.939, 2.767], [0.684, 0.198, 2.610], [2.191, -1.739, 2.120], [0.928, -2.783, 2.386], [1.452, -1.726, 3.585], [0.461, 0.236, -1.938], [1.889, 0.420, -0.959], [1.063, 1.759, -1.557], [-0.846, -1.886, -2.265], [-0.519, -1.031, -3.529], [-0.530, -1.018, -2.559]], "forces_ev_per_a": [[-0.4, 0.2, -0.5], [0.6, -0.5, 0.9], [0.2, -0.3, -0.2], [0.1, 0.3, 0.0], [-0.8, 0.3, -0.2], [-0.1, 0.3, -0.1], [-1.0, 0.5, 1.0], [-0.2, 0.1, -0.2], [-0.1, 0.3, -0.2], [0.2, -0.2, -0.2], [0.0, -0.2, 0.1], [0.0, -0.2, 0.1], [0.4, 0.0, 0.0], [0.2, -0.1, 0.0], [0.0, 0.2, 0.2], [0.0, -0.4, 0.0], [0.2, -0.8, 0.1], [0.1, 0.0, -0.6], [0.5, 0.1, -0.1], [0.0, 0.1, -0.4], [-0.2, -0.2, 0.0], [0.2, 0.4, 0.2]], "relative_energy_kcal_mol": 0.0, "spin_multiplicity": 2, "charge": 3, "e_lumo_ev": [-13.60, -17.57], "homo_lumo_gap_ev": [9.759, 5.776], "e_tot_ha": -419.5235}

=====

(7)
{"formula": "C4H14N2OS", "method": "the ωB97M-V functional and the def2-TZVPD basis", "symbols": ["C", "C", "S", "N", "H", "H", "H", "H", "H", "H", "H", "H", "C", "O", "C", "N", "H", "H", "H", "H", "H", "H"], "positions_angstrom": [[0.092, 0.762, 1.533], [-1.156, 1.234, 0.795], [-2.078, 2.382, 1.873], [0.801, -0.276, 0.809], [-0.188, 0.390, 2.527], [0.760, 1.616, 1.658], [-1.785, 0.387, 0.534], [-0.860, 1.738, -0.123], [-2.887, 2.875, 0.920], [1.808, -0.152, 0.703], [0.475, -0.260, -0.572], [0.491, -1.229, 0.980], [1.028, -1.012, -2.408], [0.182, -0.203, -1.649], [1.096, -2.445, -1.925], [1.905, -2.582, -0.707], [0.654, -1.011, -3.440], [2.055, -0.607, -2.412], [0.085, -2.782, -1.685], [1.463, -3.084, -2.746], [1.832, -3.521, -0.329], [2.885, -2.411, -0.917]], "forces_ev_per_a": [[0.1, -0.1, 0.4], [0.2, -0.1, -0.2], [-0.1, 0.1, 0.0], [-0.4, 0.3, -0.5], [0.0, 0.2, 0.0], [0.0, 0.0, 0.1], [-0.1, 0.0, 0.0], [-0.1, 0.0, 0.0], [0.1, -0.1, 0.1], [0.0, -0.3, 0.6], [-0.5, 0.2, -1.8], [0.5, 0.0, 0.4], [-0.1, 0.3, 0.1], [0.2, -0.1, 1.1], [0.2, -0.5, 0.1], [-0.1, 0.1, -0.2], [0.1, 0.0, 0.0], [0.0, -0.1, -0.2], [-0.1, 0.0, -0.1], [0.0, 0.0, 0.0], [0.0, 0.0, 0.1], [0.0, 0.0, 0.1]], "relative_energy_kcal_mol": 18.8, "spin_multiplicity": 2, "charge": -1, "e_lumo_ev": [3.04, 3.05], "homo_lumo_gap_ev": [1.919, 8.487], "e_tot_ha": -743.6637}

=====

(8)
{"formula": "C4H14N2OS", "method": "the ωB97M-V functional and the def2-TZVPD basis", "symbols": ["N", "C", "C", "C", "S", "C", "N", "H", "H", "H", "H", "H", "H", "H", "H", "H", "H", "H", "H", "H", "H", "O"], "positions_angstrom": [[-2.871, 0.154, 0.644], [-1.499, -0.334, 0.329], [-0.633, 0.019, 1.587], [0.883, -0.307, 1.580], [1.556, -1.083, 0.070], [-0.915, 0.260, -0.954], [-1.057, -0.600, -2.050], [-3.484, -0.395, 0.052], [-2.968, 1.118, 0.339], [-1.645, -1.408, 0.205], [-1.145, -0.550, 2.354], [-0.703, 1.114, 1.601], [1.177, -1.001, 2.383], [1.441, 0.589, 1.872], [0.981, 0.840, -0.467], [0.242, 0.292, -0.663], [-1.238, 1.293, -1.079], [-0.244, -1.212, -2.143], [-1.209, -0.159, -2.948], [3.715, 0.427, -0.570], [5.238, 0.369, -0.886], [4.377, 0.576, -1.257]], "forces_ev_per_a": [[0.5, -0.3, -0.7], [0.1, 0.5, 1.3], [0.1, -0.5, -1.6], [0.1, -0.7, 0.9], [0.9, 1.7, 0.0], [-0.8, 0.3, 0.8], [0.4, -0.1, -1.1], [-0.3, 0.2, 0.1], [-0.1, 0.0, 0.2], [0.6, 0.0, -0.1], [0.0, 0.7, 0.6], [-0.4, -0.2, 0.9], [-0.6, 0.0, -0.2], [0.0, -0.1, -0.4], [1.2, -2.2, 0.0], [-1.2, 0.6, -0.6], [-0.3, -0.1, -0.4], [-0.3, -0.1, 0.3], [0.1, 0.2, 0.1], [0.1, -0.3, 0.0], [-0.1, -0.1, 0.2], [-0.1, 0.3, -0.2]], "relative_energy_kcal_mol": 102.6, "spin_multiplicity": 1, "charge": 0, "e_lumo_ev": -0.94, "homo_lumo_gap_ev": 7.067, "e_tot_ha": -743.5703}

=====

(9)
{"formula": "C4H14N2Si", "method": "the ωB97M-V functional and the def2-TZVPD basis", "symbols": ["C", "C", "C", "C", "N", "N", "Si", "H", "H", "H", "H", "H", "H", "H", "H", "H", "H", "H", "H", "H", "H"], "positions_angstrom": [[-1.714, 0.363, 0.731], [0.001, 1.761, -0.375], [-1.086, -0.359, -1.529], [-0.521, 0.306, -0.229], [1.462, -1.020, 1.859], [2.357, -0.680, -0.733], [0.932, -0.962, 0.236], [-2.009, -0.682, 0.739], [-1.753, 0.707, 1.739], [-2.554, 0.880, 0.189], [-0.732, 2.534, -0.316], [0.585, 2.060, -1.205], [0.714, 1.757, 0.533], [-1.701, 0.327, -2.099], [-0.325, -0.514, -2.186], [-1.749, -1.197, -1.394], [2.051, -1.901, 2.013], [0.907, -0.910, 2.648], [3.396, -0.623, -0.409], [2.314, -0.705, -1.710], [0.494, -2.897, -0.205]], "forces_ev_per_a": [[-1.4, -1.3, -1.7], [1.9, -1.5, 2.3], [-1.6, 2.1, 1.4], [-0.1, -0.4, -0.4], [2.4, -2.0, -0.9], [2.0, 0.4, 2.4], [-0.2, -1.9, -1.2], [-0.6, -0.2, 0.5], [1.0, 0.6, 0.7], [0.7, -0.3, 0.5], [-1.0, 0.2, 0.5], [0.9, -0.5, -1.1], [-1.0, 1.1, -1.2], [-0.4, 0.7, 0.1], [2.3, -1.2, -1.9], [0.3, -0.7, 0.4], [-1.1, 1.8, -0.3], [-1.3, 0.4, 1.4], [-3.0, -0.2, -0.6], [-0.1, -0.1, -1.4], [0.2, 2.9, 0.5]], "relative_energy_kcal_mol": 36.1, "spin_multiplicity": 1, "charge": 0, "e_lumo_ev": 0.82, "homo_lumo_gap_ev": 9.349, "e_tot_ha": -559.7739}

=====

(10)
{"formula": "C4H14N2Si", "method": "the ωB97M-V functional and the def2-TZVPD basis", "symbols": ["C", "C", "C", "C", "N", "N", "Si", "H", "H", "H", "H", "H", "H", "H", "H", "H", "H", "H", "H", "H", "H"], "positions_angstrom": [[1.142, -1.567, -0.062], [1.257, 0.315, -1.612], [1.099, 0.694, 0.916], [0.643, -0.133, -0.300], [-1.868, 1.972, 0.257], [-1.912, -0.860, 1.293], [-1.264, -0.177, -0.228], [2.213, -1.613, 0.076], [0.674, -1.930, 0.859], [0.876, -2.300, -0.906], [0.982, 1.368, -1.947], [0.925, -0.463, -2.302], [2.416, 0.206, -1.678], [1.044, 0.089, 1.817], [2.151, 0.794, 0.716], [0.542, 1.602, 0.799], [-2.804, 1.734, 0.489], [-1.818, 2.514, -0.625], [-1.475, -0.416, 2.112], [-2.846, -0.896, 1.549], [-1.975, -0.932, -1.222]], "forces_ev_per_a": [[-1.1, -1.3, -0.7], [0.9, 0.7, -0.9], [0.4, -1.1, -1.6], [0.3, -1.3, 0.9], [1.2, 1.5, 0.0], [3.2, 1.4, 0.0], [-0.1, -0.9, -0.3], [0.5, 0.1, 0.0], [0.1, -0.3, -0.1], [0.3, 1.1, 1.1], [0.2, -1.4, 0.3], [-0.2, 0.6, -0.7], [-1.8, 0.4, 0.7], [-0.6, 0.5, 0.4], [0.7, 0.7, 0.3], [0.1, 0.8, 1.1], [-1.5, 0.4, 0.2], [-0.4, -0.1, 0.6], [0.1, -0.4, -0.4], [-2.2, -0.3, -0.2], [-0.1, -1.1, -0.8]], "relative_energy_kcal_mol": 41.4, "spin_multiplicity": 3, "charge": 0, "e_lumo_ev": [0.84, -2.60], "homo_lumo_gap_ev": [5.315, 7.287], "e_tot_ha": -559.6198}